Below is a 13-piece molecular cluster, H26O13 overall at a distorted geometry, with properties calculated with ωB97M-V with the def2-TZVPD basis set.

Each line ends with the natural charge from an NBO analysis.
CARTESIAN COORDINATES (ANGSTROEM)
1 H -2.69 2.25 1.27  0.49
2 H -0.88 2.44 -1.07  0.47
3 H -4.02 0.72 0.67  0.48
4 O -4.57 0.07 0.21  -0.96
5 H 1.37 0.34 -2.42  0.49
6 O 2.54 0.40 3.08  -0.94
7 H 2.21 -2.05 0.66  0.47
8 O 0.43 0.24 -2.55  -0.99
9 H -0.28 -1.61 0.41  0.48
10 O 2.04 -2.38 1.56  -0.95
11 O -2.52 1.41 1.70  -0.95
12 H 1.75 0.89 2.83  0.45
13 H 2.35 -0.48 2.76  0.48
14 O 2.22 -1.27 -1.22  -0.99
15 H 0.95 -3.82 -0.04  0.46
16 H -1.75 1.03 1.26  0.48
17 H -0.04 0.20 2.22  0.48
18 O -1.42 3.20 -1.37  -0.98
19 H 2.44 -3.56 -0.18  0.46
20 H 2.32 -1.03 -2.13  0.50
21 O -0.33 -0.72 2.19  -0.97
22 H 0.16 3.55 0.47  0.50
23 O -2.95 0.96 -2.10  -0.94
24 H -2.61 0.16 -1.64  0.48
25 H 0.00 -0.03 -3.35  0.50
26 H -2.59 0.70 -2.97  0.47
27 H 3.10 0.97 -0.55  0.49
28 H -0.44 -1.00 3.10  0.50
29 H 1.43 -1.12 -0.72  0.50
30 O 2.78 1.67 -1.14  -0.97
31 O -0.64 -2.17 -0.31  -0.96
32 H -2.17 2.61 -1.52  0.48
33 H 1.01 2.46 -0.47  0.51
34 H 1.11 -2.60 1.64  0.47
35 H -4.63 -0.66 0.84  0.46
36 H -1.45 -2.52 0.08  0.48
37 O 1.76 -4.20 -0.39  -0.93
38 H 3.53 2.27 -1.13  0.49
39 O 0.48 2.66 0.31  -1.01

Frontier orbital gap = 10.423 eV
HOMO = -10.72 eV
E_LUMO = -0.3 eV
Net charge = 0
Energy above the lowest of the compared OMol25 structures with the same formula, charge and spin = 327.8 kJ/mol

Below is a 2-piece molecular cluster, C4H11N3O2 overall at a distorted geometry, with properties calculated with ωB97M-V with the def2-TZVPD basis set.

Each line ends with the natural charge from an NBO analysis.
CARTESIAN COORDINATES (ANGSTROEM)
1 O -2.32 0.51 0.70  -0.54
2 H 2.11 1.07 -1.38  0.40
3 N 0.92 -0.84 -0.65  -0.69
4 H 2.24 -2.46 0.06  0.21
5 H 0.07 -1.31 -0.34  0.40
6 H 2.68 0.27 -3.00  0.40
7 H 0.21 -0.80 -3.92  0.35
8 H 2.94 -1.39 -0.87  0.21
9 H -3.13 1.93 3.05  0.24
10 N 0.27 -1.21 -2.88  -0.72
11 H 2.46 -0.80 0.83  0.19
12 O -0.46 0.41 1.97  -0.81
13 N 1.86 0.57 -2.30  -0.89
14 C 2.12 -1.38 -0.08  -0.44
15 H -1.82 1.02 3.99  0.27
16 C -2.11 1.56 3.07  -0.73
17 C -1.87 0.85 1.81  0.81
18 C 0.95 -0.54 -2.03  0.57
19 H 0.11 0.02 1.40  0.49
20 H -1.48 2.50 3.05  0.26

Frontier orbital gap = 9.916 eV
HOMO = -9.19 eV
E_LUMO = 0.7 eV
Net charge = 0
Energy above the lowest of the compared OMol25 structures with the same formula, charge and spin = 300.6 kJ/mol

Below is an isolated ion of composition C10H18N3 and charge +1 at a distorted geometry, with properties calculated with ωB97M-V with the def2-TZVPD basis set.

Each line ends with the natural charge from an NBO analysis.
CARTESIAN COORDINATES (ANGSTROEM)
1 H -1.98 -0.80 0.37  0.23
2 C 1.15 -0.70 -0.53  0.16
3 C 0.35 -1.83 1.30  0.49
4 H 2.47 1.18 -4.48  0.25
5 H -2.98 1.36 -0.90  0.24
6 C 2.78 0.21 -3.96  -0.67
7 H 3.95 0.08 -3.90  0.25
8 H -4.45 0.80 1.20  0.45
9 H 0.85 1.80 1.48  0.24
10 C 0.00 1.55 2.10  -0.67
11 H 2.90 0.94 -2.01  0.18
12 H 0.82 -4.03 1.41  0.26
13 H -4.29 2.47 0.73  0.45
14 N -0.09 -0.85 2.01  -0.50
15 C -0.64 0.31 1.53  0.29
16 H 2.08 -3.04 1.83  0.25
17 H 1.56 0.11 0.07  0.17
18 H -0.66 2.52 2.09  0.21
19 N -3.80 1.59 0.95  -0.69
20 C -1.67 0.24 0.59  -0.41
21 H 0.46 1.36 3.02  0.26
22 N 0.60 -1.81 -0.09  -0.46
23 H -1.94 2.27 0.17  0.23
24 H 2.31 -0.61 -4.66  0.22
25 H -3.48 1.70 1.94  0.44
26 C -2.59 1.31 0.13  -0.26
27 C 1.47 -0.65 -1.97  -0.30
28 C 2.32 0.16 -2.63  -0.07
29 C 0.91 -3.05 1.91  -0.68
30 H 0.60 -3.21 2.88  0.24
31 H 0.99 -1.38 -2.56  0.21

Frontier orbital gap = 8.237 eV
HOMO = -11.70 eV
E_LUMO = -3.5 eV
Net charge = +1
Energy above the lowest of the compared OMol25 structures with the same formula, charge and spin = 477.6 kJ/mol

Below is a 10-piece molecular cluster, C40H110N10O10 overall at a distorted geometry, with properties calculated with ωB97M-V with the def2-TZVPD basis set.

Each line ends with the Löwdin charge.
CARTESIAN COORDINATES (ANGSTROEM)
1 H 3.85 -3.06 9.47  0.10
2 C 0.04 -10.77 12.87  -0.16
3 H -2.19 -14.53 6.95  0.07
4 H 0.88 -10.28 13.36  0.13
5 H -1.72 -7.51 2.75  0.12
6 O 5.70 -2.88 10.14  -0.22
7 H 3.06 -9.38 5.24  0.09
8 C 9.79 -5.34 8.25  -0.22
9 H -1.00 -12.70 13.31  0.14
10 H 5.88 -3.17 12.16  0.09
11 H 2.42 -5.62 16.05  0.12
12 H 4.43 -8.93 9.06  0.12
13 H 2.37 -9.61 10.71  0.10
14 H 8.09 -0.56 13.22  0.09
15 H 4.63 -4.11 16.12  0.12
16 H -0.46 -8.27 12.21  0.08
17 C 11.57 -8.75 11.92  -0.44
18 H -1.94 -15.44 5.46  0.08
19 H 0.66 -10.94 2.62  0.08
20 H 3.67 -16.73 7.47  0.08
21 C -1.23 -9.02 12.03  -0.15
22 C 2.84 -16.76 8.18  -0.08
23 H 12.92 -9.09 10.25  0.08
24 C 10.85 -4.62 10.19  -0.09
25 C 2.38 -5.47 13.76  -0.03
26 H -0.29 -7.21 4.69  0.07
27 C -3.78 -9.24 1.64  -0.09
28 C -1.23 -13.22 3.97  -0.16
29 H 0.30 -11.08 11.86  0.10
30 H -2.18 -8.49 12.08  0.09
31 H -3.20 -11.82 5.25  0.07
32 C -2.24 -14.48 5.86  -0.06
33 H 6.74 -13.68 6.16  0.09
34 H 0.07 -10.44 9.22  0.06
35 O -0.53 -11.94 3.73  -0.24
36 H 3.80 -12.49 3.57  0.06
37 H 7.87 -7.97 10.01  0.07
38 H -0.93 -14.17 9.55  0.09
39 O 5.73 -13.03 4.59  -0.18
40 H 10.44 -10.58 11.29  0.12
41 H 1.71 -12.12 13.76  0.07
42 N 1.87 -3.76 15.51  0.03
43 H 9.76 -9.79 12.48  0.12
44 C 4.20 -11.05 4.75  -0.47
45 H 3.52 -10.28 6.65  0.07
46 H 5.22 -6.94 10.75  0.06
47 H 8.39 -3.87 8.92  0.11
48 C 0.97 -14.25 10.28  -0.45
49 N -2.67 -6.23 4.01  0.03
50 H 6.80 -1.57 13.67  0.09
51 H 0.48 -11.63 15.82  0.07
52 H 3.00 -6.34 13.54  0.05
53 H -3.53 -6.04 3.53  0.06
54 H 7.79 -8.72 11.58  0.08
55 H 5.33 -6.46 17.14  0.07
56 H 11.65 -7.95 9.90  0.07
57 H 2.25 -12.99 9.76  0.08
58 H 2.12 -16.11 10.66  0.13
59 N 3.63 -7.21 8.49  0.03
60 H 4.19 -3.67 11.17  0.07
61 H 4.23 -8.17 11.63  0.07
62 H 10.01 -2.81 7.30  0.06
63 H 1.38 -5.90 13.78  0.07
64 H 4.90 -10.33 4.31  0.14
65 H 1.61 -8.38 9.93  0.11
66 O -4.26 -8.55 2.83  -0.16
67 C 8.46 -8.19 10.90  -0.08
68 H 6.26 -0.76 10.38  0.07
69 H 8.52 -2.22 13.20  0.09
70 H 5.66 -0.32 11.87  0.08
71 C 4.19 -4.65 15.28  -0.19
72 H 0.44 -12.71 2.19  0.09
73 H -1.17 -11.31 15.18  0.06
74 C 8.65 -4.36 7.98  -0.38
75 H 13.11 -7.56 10.85  0.08
76 H 6.88 -14.80 4.82  0.09
77 O 4.87 -5.94 15.11  -0.22
78 H 7.10 -3.84 11.37  0.11
79 H 12.97 -10.26 12.17  0.07
80 H 0.28 -13.49 8.30  0.08
81 C 6.52 -2.92 11.31  -0.16
82 C 0.69 -10.15 8.37  -0.09
83 H -0.72 -11.50 1.63  0.08
84 H -0.27 -12.64 9.65  0.07
85 H -0.63 -13.12 6.11  0.12
86 H 8.77 -7.28 11.40  0.08
87 C 3.22 -10.39 5.61  -0.07
88 H 11.27 -7.80 12.37  0.14
89 H -3.11 -10.09 1.72  0.08
90 N 1.06 -12.84 13.48  0.03
91 H 3.78 -7.05 16.66  0.08
92 H 4.36 -6.53 8.44  0.05
93 C 4.95 -12.14 5.46  -0.16
94 H 6.58 -4.50 7.03  0.07
95 H 2.82 -13.77 10.88  0.09
96 C 2.70 -4.94 15.25  -0.41
97 H -2.95 -9.70 4.09  0.10
98 H -0.69 -12.91 15.65  0.07
99 H -2.09 -13.27 3.31  0.13
100 H 9.15 -3.39 6.14  0.06
101 H -0.61 -14.09 3.77  0.12
102 H 8.20 -1.43 10.98  0.14
103 H -3.69 -8.39 4.81  0.12
104 H -3.20 -14.31 5.38  0.08
105 H 3.53 -6.71 11.06  0.06
106 C 4.51 -3.62 10.13  -0.09
107 C 4.78 -6.84 16.28  -0.08
108 C 7.33 -1.53 11.63  -0.46
109 H -1.06 -9.34 11.01  0.07
110 H 4.59 -4.63 9.71  0.06
111 C -0.33 -11.99 15.19  -0.06
112 H 4.31 -12.76 6.09  0.13
113 H 10.14 -5.70 7.28  0.13
114 C 10.31 -9.53 11.58  -0.21
115 C 2.43 -9.07 9.76  -0.13
116 H 13.15 -8.94 13.11  0.07
117 O 10.95 -4.68 8.76  -0.17
118 H -0.60 -8.88 4.75  0.05
119 C -0.14 -12.12 13.64  -0.45
120 O 9.59 -9.01 10.44  -0.19
121 H 9.46 -6.25 8.75  0.11
122 C -3.28 -8.69 3.84  -0.22
123 H 2.09 -3.41 16.43  0.07
124 C -0.04 -11.76 2.44  -0.12
125 C 0.01 -13.64 9.34  -0.06
126 H 3.20 -7.58 7.65  0.07
127 N -2.35 -12.02 5.76  0.04
128 C 12.32 -8.30 10.69  -0.08
129 H 2.55 -4.69 13.01  0.07
130 H -1.44 -7.86 5.89  0.07
131 C -1.52 -13.21 5.47  -0.43
132 N 12.47 -9.56 12.71  0.03
133 H 3.13 -17.34 9.05  0.08
134 H 7.80 -5.38 6.23  0.08
135 H -2.06 -5.55 3.58  0.07
136 O -1.27 -10.12 12.87  -0.16
137 H 5.43 -14.81 5.66  0.08
138 C -1.10 -7.91 4.85  -0.06
139 O 2.11 -10.00 8.64  -0.22
140 H 0.35 -14.52 11.14  0.13
141 N 1.96 -13.28 10.69  0.05
142 H 7.02 -5.92 7.75  0.06
143 H 0.75 -16.26 9.48  0.13
144 H 5.56 -7.57 16.08  0.09
145 H 11.05 -5.56 10.70  0.06
146 N 9.10 -3.22 7.13  0.03
147 H 5.66 -11.72 6.18  0.13
148 C 7.48 -5.07 7.23  -0.05
149 H -4.64 -9.60 1.07  0.08
150 O 2.33 -15.51 8.70  -0.21
151 C 1.55 -15.62 9.86  -0.19
152 H -1.75 -11.24 5.53  0.04
153 C 3.76 -8.20 9.53  -0.40
154 N 3.53 -11.51 3.55  0.06
155 H 9.91 -4.23 10.59  0.07
156 H 2.27 -10.91 5.72  0.08
157 C 7.68 -1.55 13.03  -0.10
158 H 4.51 -4.02 14.45  0.11
159 H -3.38 -8.56 0.87  0.08
160 N 6.49 -0.42 11.31  0.05
161 H 0.51 -10.85 7.55  0.07
162 H 0.30 -9.27 7.86  0.08
163 C 4.27 -7.46 10.80  -0.05
164 H 1.27 -12.93 12.50  0.00
165 C 6.19 -14.12 5.32  -0.15
166 H 11.69 -3.98 10.48  0.09
167 H 2.59 -11.53 3.90  0.03
168 H 2.27 -3.07 14.88  0.06
169 C -2.18 -7.59 3.73  -0.39
170 H 2.10 -17.37 7.65  0.08

Frontier orbital gap = 9.209 eV
HOMO = -8.82 eV
E_LUMO = 0.4 eV
Net charge = 0
Energy above the lowest of the compared OMol25 structures with the same formula, charge and spin = 789.4 kJ/mol

Below is a 2-piece molecular cluster, C7H13OP overall at a distorted geometry, with properties calculated with ωB97M-V with the def2-TZVPD basis set.

Each line ends with the natural charge from an NBO analysis.
CARTESIAN COORDINATES (ANGSTROEM)
1 H 4.00 2.95 -0.40  0.21
2 C 3.08 2.38 -0.39  -0.60
3 H -2.66 -0.17 -1.65  0.16
4 C -3.96 0.52 -0.31  -0.41
5 P 3.26 -0.64 -0.54  1.33
6 H 2.74 2.17 -1.42  0.20
7 H 2.37 0.90 0.92  0.27
8 C -3.04 -0.35 -0.72  -0.11
9 H -3.07 -2.27 -0.67  0.23
10 H -2.96 -1.47 0.83  0.21
11 C -0.99 -1.52 -0.10  -0.15
12 O 3.82 -1.54 0.49  -0.97
13 C -0.31 -1.45 1.02  -0.40
14 H -4.37 0.24 0.59  0.18
15 H -4.22 1.33 -0.83  0.20
16 C -2.49 -1.58 -0.10  -0.50
17 C 3.24 0.98 0.26  -0.91
18 H 2.29 2.99 0.11  0.22
19 H -0.90 -1.70 1.83  0.20
20 H -0.61 -1.52 -1.03  0.18
21 H 0.80 -1.43 0.94  0.20
22 H 3.98 1.18 1.18  0.26

Frontier orbital gap = 8.965 eV
HOMO = -9.55 eV
E_LUMO = -0.6 eV
Net charge = 0
Energy above the lowest of the compared OMol25 structures with the same formula, charge and spin = 297.8 kJ/mol

Below is a 10-piece molecular cluster, C38H67ClN10O8 overall at a distorted geometry, with properties calculated with ωB97M-V with the def2-TZVPD basis set.

Each line ends with the Löwdin charge.
CARTESIAN COORDINATES (ANGSTROEM)
1 C -5.15 6.32 -5.95  0.03
2 C 6.93 3.78 -0.71  -0.08
3 C -1.72 4.62 3.34  -0.05
4 C 2.04 -6.19 10.42  0.01
5 H 4.22 5.89 5.79  0.10
6 H -0.02 -6.01 1.58  0.03
7 N -3.24 7.44 -5.55  -0.10
8 H 2.89 -7.11 -6.51  0.16
9 C 2.47 5.90 3.00  0.04
10 H 3.21 6.11 2.24  0.14
11 H -2.01 8.78 -6.62  0.11
12 C -2.02 -5.42 2.06  -0.95
13 N 2.73 5.45 4.36  -0.07
14 O -8.64 -3.66 1.83  -0.08
15 H -1.56 5.01 2.33  0.07
16 C 2.97 -4.10 -7.87  0.03
17 H 1.97 -5.82 11.43  0.14
18 C -4.10 7.01 -6.56  0.02
19 H 0.61 -3.82 -6.43  0.13
20 H 0.10 -0.58 4.00  0.11
21 H -1.39 6.63 4.19  0.14
22 H 2.34 -4.95 -4.15  0.07
23 O 7.26 5.66 -2.07  -0.13
24 C -7.35 6.37 -3.76  -0.07
25 H 3.34 -3.88 10.72  0.11
26 H 1.29 5.13 6.00  0.16
27 H 2.60 -3.09 -8.00  0.14
28 H -3.50 -0.11 -1.54  0.08
29 C 0.33 3.67 -8.16  -0.05
30 N 0.45 5.61 4.04  -0.07
31 H 4.61 -8.09 -7.88  0.10
32 H 2.73 -5.70 7.26  0.17
33 H -2.80 4.69 3.49  0.09
34 N 2.08 -7.31 8.45  -0.04
35 H 1.89 -8.14 6.42  0.13
36 O -8.34 -2.78 0.06  -0.13
37 C -2.94 -0.20 -0.61  -0.03
38 C -5.92 5.95 -3.48  -0.16
39 H 4.73 5.35 4.12  0.10
40 H -3.47 0.37 0.16  0.07
41 H -3.00 -1.27 -0.41  0.09
42 C 4.07 5.18 4.97  0.03
43 H -3.27 7.27 -3.41  0.16
44 C 1.08 5.91 2.81  0.00
45 H -8.77 -1.04 2.64  0.06
46 H 4.86 -7.45 -9.46  0.11
47 H 4.25 4.12 5.13  0.11
48 H -1.06 5.27 5.25  0.12
49 N 2.39 -4.97 -6.93  -0.05
50 C 7.82 4.81 -1.33  -0.86
51 C 1.83 -7.42 9.82  -0.01
52 H 3.88 -3.89 9.00  0.11
53 C -2.12 8.26 -5.67  -0.02
54 N 3.97 -6.18 -8.05  -0.10
55 C 1.48 0.47 1.09  0.03
56 C 0.96 -0.57 3.34  0.00
57 H -0.96 -7.39 1.57  0.05
58 C 3.99 -4.80 -8.53  0.05
59 H 5.90 4.09 -0.91  0.04
60 H -5.66 6.36 -2.51  0.12
61 C -1.03 -6.33 1.34  -0.08
62 H 0.60 6.23 1.90  0.13
63 C -0.97 5.62 4.22  -0.20
64 C -8.81 -2.64 1.20  -0.90
65 H -5.91 4.86 -3.41  0.13
66 H -10.38 -1.50 1.92  0.06
67 H -2.16 9.09 -4.95  0.10
68 N 0.61 -0.12 2.03  -0.10
69 H 1.46 -8.34 10.24  0.13
70 H 0.65 3.04 -8.99  0.04
71 H -1.10 -6.08 0.28  0.04
72 H 2.32 -3.23 9.35  0.10
73 C -1.51 0.48 -0.87  -0.16
74 H -0.50 -8.22 7.26  0.09
75 H 1.26 -1.62 3.27  0.12
76 C 0.67 2.93 -6.79  -0.81
77 H -1.63 1.55 -1.03  0.13
78 C -0.64 -0.05 1.52  0.06
79 Cl 7.17 -0.76 4.10  -1.00
80 C 2.98 -6.20 -7.08  0.04
81 H -9.20 -0.68 0.90  0.05
82 H -1.57 -0.42 1.93  0.17
83 H 5.91 -6.86 -8.10  0.11
84 H 0.82 4.64 -8.18  0.04
85 C 2.57 -6.07 8.26  0.04
86 H 1.89 -3.24 -4.24  0.07
87 H 0.63 -5.43 -6.03  0.12
88 H 2.50 0.70 1.35  0.14
89 H -0.75 3.82 -8.23  0.04
90 C 1.45 5.26 4.94  0.06
91 H 1.82 -0.03 3.74  0.11
92 H 0.63 -4.48 -3.99  0.08
93 H -0.08 -9.84 7.17  0.08
94 N 2.53 -5.33 9.44  -0.09
95 O -1.68 -5.11 3.14  -0.06
96 O 9.03 4.69 -1.11  -0.08
97 C 1.31 -4.57 -6.05  -0.15
98 C 0.73 0.69 -0.05  -0.01
99 H 7.00 2.82 -1.22  0.06
100 C 1.57 -4.25 -4.49  -0.03
101 O 0.64 1.67 -6.74  -0.14
102 H -1.06 0.07 -1.77  0.13
103 O 0.92 3.59 -5.78  -0.11
104 C 1.76 -8.38 7.48  -0.11
105 C 4.91 -7.19 -8.41  -0.02
106 O -3.12 -5.34 1.56  -0.04
107 N -0.55 0.28 0.16  -0.07
108 H 1.04 1.08 -1.01  0.15
109 H -7.39 7.46 -3.67  0.09
110 C 0.27 -8.91 7.60  -0.05
111 H 0.04 -9.11 8.65  0.05
112 H 7.16 3.59 0.34  0.06
113 H -1.36 3.61 3.50  0.08
114 H 4.64 -4.54 -9.35  0.13
115 H -8.13 5.93 -3.14  0.09
116 N -4.96 6.39 -4.53  -0.03
117 H -4.00 7.29 -7.60  0.14
118 C -3.75 6.96 -4.33  0.04
119 C 3.03 -3.99 9.68  0.02
120 H -5.95 5.75 -6.40  0.13
121 H -1.24 7.67 -5.40  0.12
122 C -9.31 -1.36 1.75  -0.06
123 H -7.56 6.04 -4.78  0.07
124 H 2.52 -9.16 7.63  0.12

Frontier orbital gap = 1.511 eV
HOMO = -3.47 eV
E_LUMO = -2.0 eV
Net charge = 0

Below is C5H6O3Tl as an isolated structure at a distorted geometry, with properties calculated with ωB97M-V with the def2-TZVPD basis set.

Each line ends with the Mulliken spin population.
CARTESIAN COORDINATES (ANGSTROEM)
1 C -0.99 -0.10 0.34  -0.01
2 Tl 2.57 0.11 1.83  0.76
3 O 2.21 -0.50 -1.83  0.00
4 H -3.11 0.31 -1.77  0.00
5 C -2.37 -0.66 0.11  0.00
6 C 0.07 -1.20 0.32  0.01
7 H 0.08 -1.69 -0.66  0.01
8 O 3.33 0.28 0.02  0.13
9 C 2.45 -0.25 -0.69  -0.02
10 H -0.75 0.66 -0.42  0.00
11 H -0.95 0.40 1.33  0.00
12 O 1.36 -0.67 0.56  0.13
13 C -3.15 -0.35 -0.90  0.00
14 H -2.72 -1.38 0.86  0.00
15 H -0.14 -1.95 1.09  0.00

Frontier orbital gap (alpha / beta) = 6.781 / 7.656 eV
Multiplicity = 2
<S²> = 0.754
HOMO (alpha / beta) = -18.83 / -19.72 eV
E_LUMO (alpha / beta) = -12.0 / -12.1 eV
Net charge = +2
Energy above the lowest of the compared OMol25 structures with the same formula, charge and spin = 0.0 kJ/mol

Number 1: molecular weight 234.20 u. Number 2: molecular weight 133.15 u. Number 3: molecular weight 180.28 u. Number 4: molecular weight 891.38 u. Number 5: molecular weight 144.15 u. Number 6: molecular weight 827.47 u. Number 7: molecular weight 318.48 u.